Density functional theory data (wB97M-V/def2-TZVPD) for 3 unconnected molecules or ions with the total composition H6O3.

## Properties
Gap between HOMO and LUMO: 11.500 eV
Total charge: 0
HOMO energy: -11.2 eV
Electronic energy: -6239.404 eV
LUMO level: 0.30 eV
ΔE to the lowest compared entry with this formula, charge and spin: 0.849 eV
SMILES string: O.O.O

XYZ file:
```
9
H6O3 | OMol25 | wB97M-V/def2-TZVPD
O -1.65561 2.02709 0.66829
H -2.52743 1.79024 0.35037
H -1.16326 1.32349 0.23781
O 1.86774 0.37699 1.06135
H 1.87888 -0.62923 0.98759
H 1.66937 0.70320 0.21075
O 0.06432 -1.63810 -0.93031
H 0.22810 -2.62517 -0.84511
H -0.36211 -1.32851 -1.74075
```

Results of the Löwdin charge analysis, in e, for atoms 1 through 8:
1. O -0.05
2. H 0.03
3. H 0.02
4. O -0.07
5. H 0.07
6. H -0.01
7. O -0.09
8. H 0.08